Version one
{
  "formula": "C4H8N4",
  "method": "ωB97M-V/def2-TZVPD",
  "charge": 0,
  "smiles": "[H]/N=c1/ccn(N)n1C",
  "lumo_energy_ev": 0.68,
  "orbital_gap_ev": 9.34,
  "symbols": ["C", "C", "C", "C", "H", "H", "H", "H", "H", "H", "H", "H", "N", "N", "N", "N"],
  "xyz": [[-1.367, 0.938, 0.293], [1.119, -1.357, 0.187], [1.779, -0.277, 0.447], [0.923, 0.834, 0.117], [-1.344, 1.159, 1.519], [-1.124, 1.948, -0.124], [-2.276, 0.482, -0.267], [-1.570, -2.346, -0.894], [-0.762, -1.061, -2.069], [1.675, -2.292, 0.478], [2.803, -0.359, 1.021], [0.284, 2.792, 0.362], [-0.208, 0.307, -0.308], [-0.311, -1.160, -0.048], [-0.695, -1.719, -1.251], [1.074, 2.110, 0.537]],
  "lowdin_charge": [-0.082, -0.099, -0.047, -0.460, 0.158, 0.057, 0.108, 0.151, 0.110, 0.131, 0.157, 0.036, -0.147, -0.146, -0.019, 0.092]
}


Version two
{
  "formula": "C4H8N4",
  "method": "ωB97M-V/def2-TZVPD",
  "charge": 0,
  "smiles": "c1cn[nH]n1.C=NC",
  "lumo_energy_ev": 1.07,
  "orbital_gap_ev": 10.24,
  "symbols": ["C", "C", "C", "C", "N", "N", "N", "N", "H", "H", "H", "H", "H", "H", "H", "H"],
  "xyz": [[1.816, 2.055, -0.771], [0.568, 1.633, -1.226], [-1.509, -1.922, 0.233], [-1.091, -0.148, 1.681], [2.500, 0.928, -0.454], [1.605, -0.037, -0.559], [0.456, 0.348, -1.075], [-0.648, -0.912, 0.799], [2.199, 3.055, -0.724], [-0.204, 2.191, -1.595], [-1.431, -2.863, 0.741], [-2.636, -1.496, 0.066], [-1.074, -2.053, -0.818], [-2.090, -0.087, 1.970], [1.765, -1.007, -0.429], [-0.227, 0.313, 2.161]],
  "lowdin_charge": [-0.126, -0.168, -0.159, -0.067, 0.050, -0.078, 0.027, -0.154, 0.088, 0.070, 0.056, 0.121, 0.074, 0.052, 0.140, 0.076]
}


In terms of stability, version two leads; the second structure lies 0.0833 hartree higher.


Version one
{
  "formula": "C4H8N4",
  "method": "ωB97M-V/def2-TZVPD",
  "charge": 0,
  "smiles": "C/N=N/C1=CNNC1",
  "lumo_energy_ev": 0.54,
  "orbital_gap_ev": 9.03,
  "symbols": ["C", "C", "C", "C", "H", "H", "H", "H", "H", "H", "H", "H", "N", "N", "N", "N"],
  "xyz": [[-3.127, 1.049, 0.168], [0.304, -0.089, -0.159], [0.667, -1.269, -0.725], [1.731, 0.378, 0.733], [-3.342, 0.722, 1.323], [-3.543, 2.277, -0.155], [-3.381, 0.107, -0.552], [0.173, -1.805, -1.722], [2.080, -2.550, 0.076], [3.000, 0.291, -0.816], [1.855, 1.547, 0.583], [1.399, 0.080, 1.786], [-1.611, 1.140, 0.159], [-1.074, 0.149, -0.294], [2.086, -1.617, -0.534], [2.785, -0.413, 0.128]],
  "lowdin_charge": [-0.157, -0.216, -0.128, -0.186, 0.094, 0.140, 0.087, 0.171, 0.151, 0.186, 0.129, 0.106, -0.114, -0.062, -0.096, -0.103]
}


Version two
{
  "formula": "C4H8N4",
  "method": "ωB97M-V/def2-TZVPD",
  "charge": 0,
  "smiles": "[H]/N=C/N(C)/C=N\\N=C",
  "lumo_energy_ev": 0.51,
  "orbital_gap_ev": 9.34,
  "symbols": ["C", "C", "C", "C", "H", "H", "H", "H", "H", "H", "H", "H", "N", "N", "N", "N"],
  "xyz": [[-0.405, -1.434, 0.133], [1.882, -0.832, 0.991], [0.402, 1.166, 0.237], [-2.424, 1.379, -1.719], [-0.286, -1.667, -0.937], [-1.300, -1.067, 0.729], [-0.020, -2.414, 0.646], [1.979, -2.022, 0.999], [3.554, -0.706, 1.713], [1.188, 1.800, 0.593], [-2.768, 2.469, -1.803], [-3.307, 0.796, -2.139], [0.446, -0.183, 0.826], [2.938, -0.013, 1.310], [-0.471, 1.781, -0.475], [-1.408, 0.946, -1.104]],
  "lowdin_charge": [-0.067, -0.168, -0.180, -0.070, 0.066, 0.083, 0.069, 0.134, 0.005, 0.094, 0.076, 0.076, -0.072, 0.042, 0.010, -0.098]
}


In terms of stability, version two leads; the second structure lies 0.0548 hartree higher.


Version one
{
  "formula": "C4H8N4",
  "method": "ωB97M-V/def2-TZVPD",
  "charge": 0,
  "smiles": "C=NN/C=C\\N=N\\C",
  "lumo_energy_ev": 0.54,
  "orbital_gap_ev": 8.75,
  "symbols": ["C", "C", "C", "C", "H", "H", "H", "H", "H", "H", "H", "H", "N", "N", "N", "N"],
  "xyz": [[-1.584, -2.410, -0.410], [-0.349, 0.420, 1.274], [0.492, 1.493, 1.222], [1.334, 0.847, -1.605], [-2.676, -2.527, -0.668], [-1.308, -3.436, -0.045], [-1.066, -2.212, -1.378], [-0.829, 0.208, 2.204], [0.493, 2.054, 2.168], [1.797, 2.891, 0.717], [1.726, 0.728, -2.636], [0.712, 0.024, -1.216], [-1.350, -1.419, 0.664], [-0.550, -0.563, 0.272], [1.364, 2.070, 0.340], [1.794, 1.832, -0.904]],
  "lowdin_charge": [-0.131, -0.135, -0.103, -0.033, 0.076, 0.074, 0.069, 0.081, 0.117, 0.125, 0.064, 0.030, -0.061, -0.063, -0.068, -0.042]
}


Version two
{
  "formula": "C4H8N4",
  "method": "ωB97M-V/def2-TZVPD",
  "charge": 0,
  "smiles": "CN(N)C1=NC=NC1",
  "lumo_energy_ev": 0.47,
  "orbital_gap_ev": 8.73,
  "symbols": ["C", "C", "C", "C", "H", "H", "H", "H", "H", "H", "H", "H", "N", "N", "N", "N"],
  "xyz": [[-1.410, 1.087, -0.126], [0.291, -0.280, 0.323], [2.273, -1.085, -0.177], [1.345, 0.976, 0.154], [-2.562, 1.313, 0.134], [-1.517, 1.308, -1.109], [-0.661, 1.741, 0.242], [-2.063, -1.833, 0.936], [-1.424, -1.908, -0.606], [3.169, -1.724, -0.130], [1.283, 1.547, 1.055], [1.078, 1.494, -0.707], [-1.108, -0.184, 0.066], [-1.985, -1.306, -0.047], [0.885, -1.446, 0.048], [2.406, 0.300, -0.058]],
  "lowdin_charge": [-0.152, -0.176, -0.071, -0.255, 0.146, 0.052, 0.061, 0.146, 0.045, 0.106, 0.126, 0.109, -0.246, 0.081, 0.059, -0.030]
}


Version three
{
  "formula": "C4H8N4",
  "method": "ωB97M-V/def2-TZVPD",
  "charge": 0,
  "lumo_energy_ev": 0.22,
  "orbital_gap_ev": 8.01,
  "symbols": ["C", "C", "C", "C", "H", "H", "H", "H", "H", "H", "H", "H", "N", "N", "N", "N"],
  "xyz": [[-3.905, -0.222, 0.115], [-0.392, 0.318, -0.191], [0.732, -0.441, -0.154], [4.068, 0.164, 0.063], [-4.726, 0.424, -0.560], [-4.185, -0.100, 1.255], [-3.701, -1.627, -0.091], [-0.484, 1.396, -0.157], [0.668, -1.531, 0.111], [1.861, 1.248, 0.361], [3.973, 1.216, 0.064], [5.264, -0.173, -0.099], [-2.547, 0.355, -0.196], [-1.595, -0.381, -0.264], [1.892, 0.019, -0.184], [3.077, -0.664, -0.072]],
  "lowdin_charge": [-0.164, -0.169, -0.230, -0.073, 0.094, 0.061, 0.149, 0.093, 0.152, 0.290, 0.024, 0.131, -0.160, -0.070, -0.114, -0.013]
}


In terms of stability, version one leads; the second structure lies 0.0421 hartree higher.


Version one
{
  "formula": "C3H6OSe",
  "method": "ωB97M-V/def2-TZVPD",
  "charge": 0,
  "smiles": "C[C@@H]([SeH])C=O",
  "lumo_energy_ev": 0.76,
  "orbital_gap_ev": 9.77,
  "symbols": ["C", "C", "C", "O", "Se", "H", "H", "H", "H", "H", "H"],
  "xyz": [[-1.449, -0.759, 0.197], [0.999, -0.182, 0.093], [-0.489, 0.367, -0.092], [-2.224, -1.172, -0.631], [-0.842, 1.236, -1.770], [-1.174, -1.311, 1.187], [1.375, -0.800, 0.901], [1.652, 0.672, 0.006], [1.104, -0.655, -0.931], [-0.815, 1.207, 0.703], [-1.042, 0.080, -2.455]],
  "lowdin_charge": [-0.342, -0.118, -0.709, 0.010, 0.876, 0.150, 0.069, 0.052, 0.082, 0.134, -0.205]
}


Version two
{
  "formula": "C3H6OSe",
  "method": "ωB97M-V/def2-TZVPD",
  "charge": 0,
  "lumo_energy_ev": 0.62,
  "orbital_gap_ev": 8.91,
  "symbols": ["C", "C", "C", "O", "Se", "H", "H", "H", "H", "H", "H"],
  "xyz": [[-1.048, 0.247, 0.204], [0.037, 1.342, 0.255], [0.642, -1.025, 1.345], [-0.526, -0.973, 0.908], [1.675, 0.483, 1.131], [-2.066, 0.391, 0.658], [-1.093, -0.006, -0.818], [0.325, 1.676, -0.821], [-0.389, 2.248, 0.854], [0.905, -2.130, -1.565], [1.537, -2.253, -2.151]],
  "lowdin_charge": [-0.200, -0.421, -0.542, -0.215, 0.926, 0.140, 0.084, 0.084, 0.088, 0.016, 0.040]
}


In terms of stability, version one leads; the second structure lies 0.0983 hartree higher.


Version one
{
  "formula": "C2H6O2",
  "method": "ωB97M-V/def2-TZVPD",
  "charge": 0,
  "smiles": "OCCO",
  "lumo_energy_ev": 0.83,
  "orbital_gap_ev": 11.05,
  "symbols": ["O", "C", "C", "O", "H", "H", "H", "H", "H", "H"],
  "xyz": [[-0.384, -0.867, 1.207], [0.479, -0.640, 0.098], [0.102, 0.666, -0.587], [-1.271, 0.675, -0.888], [-0.101, -0.289, 1.927], [1.536, -0.643, 0.401], [0.312, -1.478, -0.584], [0.374, 1.515, 0.067], [0.654, 0.783, -1.526], [-1.700, 0.278, -0.114]],
  "lowdin_charge": [-0.074, -0.246, -0.270, -0.064, 0.095, 0.120, 0.123, 0.117, 0.121, 0.080]
}


Version two
{
  "formula": "C2H6O2",
  "method": "ωB97M-V/def2-TZVPD",
  "charge": 0,
  "lumo_energy_ev": 0.75,
  "orbital_gap_ev": 8.82,
  "symbols": ["C", "C", "O", "O", "H", "H", "H", "H", "H", "H"],
  "xyz": [[0.953, -0.544, -0.130], [-0.396, -0.014, 0.098], [-1.294, -0.958, 0.161], [-0.697, 1.115, -0.635], [1.434, -1.137, 0.595], [0.827, -1.033, -1.122], [1.471, 0.378, -0.134], [-0.194, 0.883, 1.805], [-2.130, -0.486, -0.096], [0.026, 1.798, -0.542]],
  "lowdin_charge": [-0.053, -0.650, 0.082, -0.016, 0.075, 0.119, 0.059, 0.093, 0.156, 0.135]
}


In terms of stability, version one leads; the second structure lies 0.1064 hartree higher.


Version one
{
  "formula": "C7H13F",
  "method": "ωB97M-V/def2-TZVPD",
  "charge": 0,
  "smiles": "CC(C)=CC(C)(C)F",
  "lumo_energy_ev": 0.91,
  "orbital_gap_ev": 10.20,
  "symbols": ["C", "C", "C", "C", "C", "C", "C", "F", "H", "H", "H", "H", "H", "H", "H", "H", "H", "H", "H", "H", "H"],
  "xyz": [[0.784, -0.057, 0.170], [0.976, -0.236, -1.116], [2.292, -0.748, -1.523], [-0.162, -0.226, -2.123], [-1.631, -0.664, 1.376], [-0.536, 1.527, 2.087], [-0.774, 0.523, 0.930], [-1.442, 1.362, -0.080], [1.460, 0.070, 1.006], [3.072, -0.430, -0.872], [2.235, -1.862, -1.487], [2.601, -0.519, -2.629], [0.256, 0.160, -3.080], [-0.824, 0.546, -1.860], [-0.824, -1.220, -2.184], [-1.071, -1.596, 1.668], [-2.392, -0.485, 2.177], [-2.140, -1.135, 0.420], [0.161, 2.349, 2.069], [-0.386, 0.807, 2.868], [-1.654, 1.835, 2.181]],
  "lowdin_charge": [0.051, -0.399, -0.094, -0.056, -0.070, -0.042, -0.420, -0.103, 0.091, 0.058, 0.094, 0.112, 0.081, 0.024, 0.133, 0.088, 0.083, 0.115, 0.074, 0.061, 0.117]
}


Version two
{
  "formula": "C7H13F",
  "method": "ωB97M-V/def2-TZVPD",
  "charge": 0,
  "lumo_energy_ev": [1.00, 1.04],
  "orbital_gap_ev": [8.88, 7.97],
  "symbols": ["C", "C", "C", "C", "C", "C", "C", "F", "H", "H", "H", "H", "H", "H", "H", "H", "H", "H", "H", "H", "H"],
  "xyz": [[-1.418, -2.245, 0.603], [-0.668, -2.118, -0.711], [-0.052, -1.541, 0.516], [1.102, 0.360, 1.707], [0.032, 2.671, -1.125], [0.045, -0.179, 0.791], [0.628, 1.270, -1.420], [0.117, 0.605, -2.534], [-2.165, -1.534, 0.937], [-1.536, -3.160, 1.152], [-0.289, -2.961, -1.279], [-1.019, -1.433, -1.534], [0.771, -2.102, 0.939], [1.646, 1.077, 1.119], [0.694, 1.063, 2.556], [1.752, -0.398, 1.997], [0.699, 3.547, -1.294], [-0.217, 2.715, -0.033], [-0.887, 2.745, -1.758], [-0.885, 0.445, 0.660], [1.650, 1.174, -1.291]],
  "lowdin_charge": [-0.085, -0.113, -0.359, -0.097, -0.090, -0.159, -0.156, -0.060, 0.093, 0.086, 0.096, 0.108, 0.134, 0.043, 0.117, 0.045, 0.070, 0.065, 0.081, 0.120, 0.060]
}


In terms of stability, version one leads; the second structure lies 0.0916 hartree higher.